19
Properties=species:S:1:pos:R:3:forces:R:3:lowdin_charge:R:1 method="wB97M-V/def2-TZVPD" energy_ev=-11854.248 e_above_lowest_kcal_mol=104.5 multiplicity=1 mol_weight_da=128.16 total_charge=+1
O -1.2320 1.4180 0.9297 -1.0 -0.6 -1.9 0.167
N 0.0662 0.4186 -0.7214 -1.6 1.2 -3.1 0.136
N -2.1880 -0.2394 -0.5995 -0.1 -0.7 0.3 -0.204
N -1.5642 -1.2768 -0.5877 -1.6 0.0 -0.5 0.217
C 2.3973 0.2240 -0.9153 0.2 1.3 0.2 0.041
C -1.1932 0.7888 -0.0880 0.1 0.3 1.8 -0.333
C 1.1831 0.2705 -0.1324 -0.6 1.2 0.9 -0.290
C 1.1239 0.1628 1.3128 -0.1 -0.1 2.5 0.018
C -3.7056 -0.0136 -0.4992 1.4 0.5 2.8 0.049
H 2.2549 -0.4438 -1.7018 0.3 -2.0 -1.1 0.095
H 2.0772 0.3568 1.7797 0.5 -0.7 -0.1 0.101
H 0.4698 0.8258 1.9276 0.3 -0.1 -1.3 0.114
H -3.8839 -0.3948 0.5590 0.0 1.4 -0.9 0.126
H -0.0230 0.4531 -1.7783 0.6 -0.3 1.6 0.217
H 0.6788 -0.8284 1.5748 0.7 0.2 -0.2 0.145
H -4.2915 -0.7224 -0.9932 -0.2 -1.0 -1.8 0.065
H 2.5355 1.1269 -1.5066 -0.1 0.6 0.4 0.126
H -3.9569 1.0434 -0.7182 0.2 -0.8 0.4 0.110
H 3.2326 0.1063 -0.2699 0.9 -0.6 0.0 0.101